Entry 1:
Below is 7 unconnected molecules or ions with the total composition C24H36ClN6O4, with properties calculated with the ωB97M-V functional and the def2-TZVPD basis.

The value obtained for the HOMO-LUMO gap is 8.0388 eV. The calculation puts the LUMO energy at 2.4 eV. The net charge is -1. The multiplicity is 1. For the energy relative to the best compared isomer or geometry (same formula, charge and spin), the calculation gives 93.5 kJ/mol.

Positions of all 71 atoms, in Å:
Cl  -1.263  1.093  0.396
O  -1.052  0.525  1.698
O  -2.074  2.284  0.499
O  0.040  1.536  -0.086
O  -1.878  0.177  -0.531
C  3.563  4.015  3.895
C  2.498  2.930  3.778
C  1.884  2.678  2.423
C  1.345  3.891  1.797
N  0.900  4.834  1.328
H  3.158  5.018  3.745
H  4.341  3.809  3.159
H  3.993  4.077  4.896
H  1.669  3.154  4.461
H  2.880  1.974  4.150
H  1.158  1.872  2.543
H  2.622  2.237  1.743
C  1.862  -3.388  2.362
C  0.984  -2.136  2.535
C  0.729  -1.739  3.985
C  0.263  -2.860  4.808
N  -0.112  -3.746  5.430
H  1.274  -4.301  2.428
H  2.593  -3.470  3.179
H  2.529  -3.382  1.500
H  0.047  -2.304  2.013
H  1.529  -1.292  2.111
H  -0.028  -0.950  4.016
H  1.612  -1.277  4.431
C  2.049  1.323  -4.633
C  0.984  2.425  -4.584
C  0.145  2.246  -3.311
C  -0.366  3.516  -2.770
N  -0.770  4.474  -2.284
H  2.485  1.167  -5.625
H  1.614  0.357  -4.360
H  2.898  1.511  -3.983
H  0.360  2.344  -5.473
H  1.520  3.374  -4.591
H  0.677  1.740  -2.508
H  -0.768  1.702  -3.558
N  -5.131  1.125  -0.476
C  -6.292  1.861  -0.547
C  -7.151  1.162  -1.356
C  -6.545  -0.047  -1.738
C  -5.283  -0.039  -1.180
H  -4.268  1.378  -0.021
H  -6.396  2.851  -0.143
H  -8.157  1.480  -1.583
H  -7.021  -0.833  -2.299
H  -4.432  -0.701  -1.163
N  -2.270  -4.604  0.599
C  -1.897  -5.542  -0.347
C  -1.102  -4.914  -1.272
C  -1.030  -3.561  -0.903
C  -1.837  -3.362  0.177
H  -2.836  -4.764  1.408
H  -2.187  -6.568  -0.191
H  -0.582  -5.340  -2.113
H  -0.471  -2.843  -1.484
H  -2.030  -2.473  0.755
N  3.392  -1.295  -2.459
C  2.224  -1.493  -1.774
C  1.922  -0.377  -1.042
C  2.983  0.545  -1.273
C  3.889  -0.062  -2.110
H  3.828  -1.950  -3.074
H  1.730  -2.451  -1.841
H  1.106  -0.380  -0.338
H  3.094  1.497  -0.781
H  4.859  0.263  -2.447

Force components x, y, z for each atom (eV/Å):
1.02 2.67 -0.52
-0.36 -0.98 0.53
-0.69 -0.55 0.22
-0.34 -0.54 -0.19
0.10 -0.56 0.25
-0.15 0.02 -0.14
-0.32 0.13 1.31
0.57 -0.39 -0.53
-0.16 -1.01 0.33
-0.03 0.65 -0.15
-0.10 -0.11 -0.44
0.18 0.28 0.11
0.12 -0.42 -0.02
0.10 0.13 0.00
0.18 0.04 -0.14
-0.51 0.42 -0.33
0.04 0.25 -0.06
0.57 0.00 1.05
0.92 -0.36 -0.31
-0.38 0.18 0.09
0.17 0.42 -0.14
-0.10 -0.29 0.18
0.00 -0.05 -0.32
-0.20 0.13 0.18
-0.61 0.06 -0.46
-0.04 0.35 -0.11
-0.39 0.09 -0.34
-0.11 -0.12 -0.05
0.14 -0.35 0.09
0.05 -0.48 -0.55
0.93 -0.61 0.17
-0.74 0.86 -0.20
0.20 -0.13 0.30
0.01 0.13 -0.28
-0.20 0.26 -0.12
0.06 0.03 0.17
-0.20 0.09 0.30
-0.11 0.26 0.02
-0.33 0.20 -0.03
-0.02 -0.10 -0.02
0.22 -0.46 0.18
-0.56 -0.04 -0.08
0.60 -0.22 -0.53
-0.86 0.50 0.40
0.51 -0.35 0.16
0.28 0.34 0.32
0.10 0.22 0.02
0.15 -0.04 0.19
0.04 -0.03 -0.09
0.19 -0.06 -0.10
-0.22 -0.27 -0.30
-0.02 0.43 -1.33
0.09 -0.13 0.88
-0.08 -0.61 0.23
-0.02 0.65 -0.86
0.53 -0.24 1.06
-0.18 -0.08 0.01
0.10 -0.03 -0.21
-0.14 -0.23 0.01
-0.26 0.32 0.29
-0.05 0.04 -0.09
0.13 0.55 0.53
-0.21 -0.54 -0.31
0.40 -1.04 -0.06
0.12 -0.23 0.49
-0.07 0.11 -0.04
0.07 -0.08 -0.06
-0.10 0.14 0.00
0.07 0.55 -0.22
0.03 0.09 -0.16
-0.09 0.09 -0.16

=====

Entry 2:
Below is a molecular structure, C8H14CrF6NO12S4, with properties calculated with the ωB97M-V functional and the def2-TZVPD basis.

The value obtained for the HOMO-LUMO gap (alpha / beta) is 8.4328 / 9.5100 eV. The calculation puts the LUMO energy (alpha / beta) at -0.5 / -0.1 eV. The multiplicity is 4. For the energy relative to the best compared isomer or geometry (same formula, charge and spin), the calculation gives 139.0 kJ/mol.

Positions of all 46 atoms, in Å:
Cr  -0.494  -0.172  -0.425
O  -0.872  -1.786  -3.992
C  -0.762  -1.209  -2.808
O  0.345  -1.024  -2.249
O  -1.730  -0.844  -2.105
H  -0.006  -2.012  -4.349
O  -2.808  0.110  2.782
C  -2.010  0.113  1.741
O  -2.367  0.163  0.530
O  -0.752  0.100  1.780
H  -3.737  0.317  2.652
C  0.885  2.097  -3.556
F  0.905  3.259  -4.182
F  -0.286  1.528  -3.789
F  1.840  1.334  -4.040
S  1.191  2.321  -1.683
O  2.268  1.416  -1.381
O  1.486  3.707  -1.420
N  -0.275  1.715  -0.918
S  -1.401  2.891  -1.106
O  -1.184  3.777  -2.218
O  -2.716  2.342  -1.149
C  -1.251  3.928  0.505
F  -2.440  4.488  0.684
F  -0.970  3.111  1.507
F  -0.375  4.898  0.410
C  3.993  -0.786  0.214
S  2.450  -0.922  1.160
O  1.379  -0.302  0.284
C  2.708  0.419  2.375
H  4.179  -1.527  -0.557
H  4.809  -0.853  0.941
H  4.117  0.218  -0.195
H  1.744  0.471  2.880
H  2.797  1.313  1.756
H  3.541  0.320  3.065
C  -2.050  -4.305  0.757
S  -0.533  -3.364  1.154
O  -0.579  -2.100  0.345
C  -0.937  -2.961  2.890
H  -2.222  -5.172  1.397
H  -2.028  -4.656  -0.273
H  -2.932  -3.674  0.877
H  -0.042  -2.467  3.263
H  -1.074  -3.898  3.432
H  -1.807  -2.321  3.016

Force components x, y, z for each atom (eV/Å):
-1.22 -2.47 -1.14
-0.76 0.02 -0.15
0.23 0.58 2.11
2.28 0.21 0.12
-1.59 0.24 -0.16
0.21 0.17 0.25
0.44 -0.26 1.40
2.33 0.83 -3.61
-2.65 -0.26 -0.50
0.72 -0.14 3.78
0.03 0.01 -0.87
-0.65 0.47 0.18
0.25 0.22 0.18
-0.18 -0.32 0.11
0.42 -0.31 -0.06
1.08 -0.32 0.96
-0.75 0.07 -0.44
-0.99 -0.90 -0.20
2.05 2.51 -1.74
-2.23 0.73 -0.88
1.34 -0.05 0.60
0.16 -0.56 1.21
-0.64 -0.63 -1.36
-0.33 -0.09 0.29
0.12 0.11 0.34
0.63 0.03 0.09
0.75 0.81 0.66
-0.27 0.61 -0.44
0.92 -0.27 0.49
-0.38 0.01 -0.78
-0.64 -0.19 0.06
-0.17 -0.34 0.18
-0.55 -0.03 -0.18
0.05 -0.06 0.13
0.13 0.05 0.07
0.03 -0.33 -0.10
-0.50 0.31 -0.01
-0.69 -0.05 0.13
-0.35 -0.94 -0.09
0.36 -0.07 -0.39
0.57 0.05 0.20
0.32 0.18 -0.04
0.19 0.29 -0.06
-0.12 0.14 0.08
0.03 -0.09 -0.14
0.00 0.03 -0.27

=====

For each record above, in turn, the calculated E values are -55118.58468, -122649.84844 eV.
For each record above, in turn, the calculated F_max values are 0.056, 0.085 Eh/bohr.